Record 1
{
  "formula": "CH14O6",
  "method": "wB97M-V/def2-TZVPD",
  "e_homo_ev": -11.00,
  "total_charge": 0,
  "species": ["C", "O", "H", "H", "H", "H", "O", "H", "H", "O", "H", "H", "O", "H", "H", "O", "H", "H", "O", "H", "H"],
  "xyz": [[0.841, -2.086, 0.668], [-0.426, -1.485, 0.971], [0.779, -3.154, 0.465], [1.265, -1.562, -0.187], [1.536, -2.002, 1.507], [-0.995, -2.244, 1.135], [0.519, 1.584, 2.262], [0.714, 1.220, 1.388], [0.000, 2.378, 2.101], [0.142, 1.080, -0.744], [-0.527, 0.659, -0.187], [0.584, 0.353, -1.193], [1.669, 2.011, -3.194], [0.912, 1.512, -2.866], [1.879, 2.705, -2.552], [-1.292, -1.562, 3.763], [-1.197, -1.133, 4.623], [-0.495, -1.229, 3.326], [-1.357, 0.038, -3.565], [-2.115, 0.513, -3.210], [-0.996, 0.571, -4.279]]
}

Record 2
{
  "formula": "C40H30BIO3PSTi",
  "method": "wB97M-V/def2-TZVPD",
  "e_homo_ev": -15.64,
  "total_charge": 3,
  "species": ["Ti", "I", "C", "C", "C", "C", "C", "C", "C", "C", "C", "P", "C", "C", "C", "C", "C", "C", "C", "C", "C", "C", "C", "C", "C", "H", "H", "H", "H", "H", "H", "H", "H", "H", "H", "H", "H", "H", "H", "H", "H", "O", "B", "O", "C", "C", "C", "C", "C", "C", "H", "H", "H", "H", "O", "S", "C", "C", "C", "C", "C", "C", "C", "C", "C", "C", "C", "C", "H", "H", "H", "H", "H", "H", "H", "H", "H", "H"],
  "xyz": [[-1.461, -0.186, 0.056], [1.568, 3.195, 1.825], [3.208, 1.880, 2.558], [3.592, 2.170, 3.864], [4.925, 2.004, 4.210], [5.870, 1.599, 3.301], [5.492, 1.137, 2.044], [6.462, 0.608, 1.117], [6.089, -0.209, 0.097], [4.708, -0.290, -0.184], [3.785, 0.493, 0.475], [2.190, 0.444, -0.321], [2.318, 0.432, -2.163], [3.092, 1.371, -2.811], [3.376, 1.360, -4.174], [2.885, 0.350, -4.979], [1.977, -0.589, -4.417], [1.662, -0.448, -3.057], [1.429, -1.133, 0.282], [0.344, -0.978, 1.241], [-0.403, -2.146, 1.477], [-0.155, -3.338, 0.755], [0.962, -3.446, -0.103], [1.842, -2.371, -0.241], [4.124, 1.217, 1.703], [2.824, 2.446, 4.664], [5.231, 2.275, 5.207], [6.950, 1.575, 3.549], [7.488, 0.854, 1.312], [6.825, -0.772, -0.486], [4.263, -0.937, -0.919], [3.525, 2.196, -2.225], [3.886, 2.174, -4.640], [3.081, 0.276, -6.069], [1.491, -1.392, -4.922], [0.794, -0.980, -2.650], [0.429, -0.101, 1.826], [-1.055, -2.333, 2.380], [-0.706, -4.251, 0.958], [1.175, -4.336, -0.637], [2.857, -2.525, -0.616], [-0.730, 1.699, -0.200], [0.796, 1.930, -0.181], [0.954, 2.958, -1.350], [-0.266, 3.108, -1.955], [-0.499, 3.972, -3.071], [-1.840, 4.173, -3.402], [-2.809, 3.287, -2.888], [-2.577, 2.281, -1.920], [-1.285, 2.357, -1.354], [0.389, 4.551, -3.442], [-2.175, 5.101, -3.925], [-3.812, 3.363, -3.286], [-3.294, 1.518, -1.634], [-1.025, -0.802, -1.400], [-4.984, -0.885, -0.435], [-5.378, -2.488, 0.190], [-5.180, -3.674, -0.568], [-5.154, -4.890, 0.087], [-5.566, -5.005, 1.431], [-5.956, -3.885, 2.121], [-5.978, -2.621, 1.477], [-3.987, -0.176, 0.798], [-4.066, 1.230, 0.878], [-3.321, 1.959, 1.805], [-2.449, 1.321, 2.726], [-2.437, -0.038, 2.751], [-3.138, -0.809, 1.740], [-5.030, -3.515, -1.605], [-4.862, -5.726, -0.467], [-5.533, -5.999, 1.857], [-6.192, -3.913, 3.185], [-6.315, -1.744, 2.046], [-4.887, 1.698, 0.290], [-3.308, 3.049, 1.594], [-2.006, 1.884, 3.548], [-1.873, -0.660, 3.459], [-3.166, -1.907, 1.816]]
}

Record 3
{
  "formula": "C5H11Cl2P",
  "method": "wB97M-V/def2-TZVPD",
  "e_homo_ev": -9.47,
  "total_charge": 0,
  "species": ["C", "C", "C", "C", "C", "P", "Cl", "Cl", "H", "H", "H", "H", "H", "H", "H", "H", "H", "H", "H"],
  "xyz": [[-1.073, 0.113, -1.314], [-1.093, -1.042, 1.014], [-0.431, 1.345, 0.857], [-0.428, -0.031, 0.106], [0.956, -0.591, -0.166], [2.066, 0.587, -1.344], [1.122, -2.123, -0.974], [1.881, -0.881, 1.319], [-0.346, -0.091, -2.085], [-1.542, 1.079, -1.510], [-1.884, -0.668, -1.361], [-0.556, -1.255, 1.972], [-1.172, -2.081, 0.634], [-2.132, -0.649, 1.157], [0.027, 1.306, 1.801], [0.313, 1.943, 0.382], [-1.473, 1.764, 0.940], [2.478, 1.439, -0.367], [3.286, -0.163, -1.061]]
}

Ordered F_max results: 0.9; 3.9; 3.5; unit eV Å⁻¹.
Ordered relative energy (zero: lowest compared OMol25 entry of this formula, charge and spin) results: 0.983; 0.000; 0.000; unit eV.
Ordered E_tot results: -497.90475; -3678.56693; -1458.79539; unit Eh.